110
Properties=species:S:1:pos:R:3:forces:R:3 method="wB97M-V/def2-TZVPD" molar_mass_g_mol=848.754 e_homo_ha=-0.3413 total_energy_ha=-3169.66566 e_above_lowest_ev=0.159 homo_lumo_gap_ev=9.85
O -5.14255 1.39771 -2.12229 0.436 -0.021 -0.424
C -5.49433 1.41361 -0.98388 -1.560 1.009 -0.422
O -6.27245 2.38416 -0.44609 0.635 -0.058 1.642
C -6.16103 2.20754 1.02666 -0.844 -0.644 -0.344
C -5.98755 0.64792 1.13788 -1.903 2.057 -1.916
O -5.33284 0.43248 -0.13836 0.966 -2.053 1.400
H -5.32729 2.80684 1.41324 -0.170 -0.275 -0.281
H -7.12223 2.50496 1.47093 0.463 0.144 -0.233
H -7.04134 0.21424 1.07058 1.564 0.120 0.255
H -5.41017 0.29587 1.96438 0.434 -0.365 0.190
O -0.66859 -6.26800 -2.67242 0.592 0.607 -0.081
C 0.26584 -5.51144 -2.55934 -1.580 -0.887 -0.455
O 0.92462 -5.37633 -1.40721 0.662 0.869 -0.667
C 1.96688 -4.38217 -1.57844 -1.689 0.906 -1.509
C 1.84346 -3.95020 -3.11269 -0.758 0.435 0.792
O 0.71337 -4.73354 -3.57219 0.690 -0.132 0.911
H 1.75506 -3.55769 -0.90038 0.231 -0.125 -0.035
H 2.85642 -4.89175 -1.38197 1.588 -0.369 0.432
H 2.71545 -4.15135 -3.70945 0.403 -0.729 -0.113
H 1.64396 -2.88618 -3.34880 -0.196 -0.537 0.816
O -3.68128 -1.77205 1.68314 0.473 0.738 0.692
C -3.65099 -2.86890 1.24213 -1.559 -0.210 -0.773
O -4.73396 -3.40304 0.59355 0.838 -0.595 0.706
C -4.29058 -4.63296 0.03626 0.483 0.220 -2.190
C -2.85823 -4.87251 0.51837 0.176 -0.536 -1.278
O -2.65639 -3.73395 1.27989 1.471 1.285 1.705
H -4.89024 -5.47415 0.21365 -1.295 -0.823 1.011
H -4.36816 -4.50173 -1.03698 0.369 -0.005 -0.339
H -2.03946 -4.89799 -0.26046 -1.152 -0.186 0.605
H -2.81981 -5.76288 1.14749 0.250 0.098 0.027
O -0.61209 -2.88564 -1.51607 0.390 0.183 -0.120
C -1.57945 -2.29721 -1.86643 -1.481 0.368 0.206
O -2.78910 -2.38095 -1.21554 0.253 0.008 -0.482
C -3.78392 -1.92726 -2.15039 -0.609 0.350 -0.490
C -2.98299 -0.91675 -2.96056 -1.717 -0.422 0.065
O -1.73023 -1.47660 -2.92754 3.105 -0.817 0.479
H -4.10078 -2.80139 -2.76210 0.122 0.570 0.329
H -4.64057 -1.43578 -1.68100 0.305 -0.434 0.348
H -3.05189 0.09313 -2.60790 0.314 0.492 0.771
H -3.25466 -0.86770 -3.97797 -0.658 -0.104 -1.230
O 1.62851 -0.15930 4.64817 -0.083 -0.436 0.507
C 1.30274 -1.19755 4.15603 0.139 -0.392 -0.139
O 1.29606 -2.43202 4.75659 -0.054 0.704 -0.559
C 1.04836 -3.47419 3.76289 -0.310 1.786 -0.161
C 0.55975 -2.61734 2.53707 0.254 -1.300 0.642
O 0.92093 -1.26718 2.86509 -0.190 -0.854 0.115
H 1.96097 -3.97941 3.57587 1.008 -0.318 -0.262
H 0.34624 -4.19567 4.17005 -0.343 0.281 -0.076
H -0.52067 -2.73935 2.49949 -0.042 0.426 -0.531
H 1.08773 -2.91205 1.61667 -0.495 0.165 0.344
O 0.75510 4.80500 1.43123 0.585 -0.330 0.357
C 1.18729 4.32714 2.44207 -1.015 0.231 1.260
O 0.41661 4.22658 3.59275 0.090 -0.164 -1.228
C 1.19904 3.68664 4.63376 0.404 -0.843 0.954
C 2.46558 3.20676 3.91417 -1.235 -1.082 0.455
O 2.42524 3.89569 2.70354 0.084 1.423 -1.674
H 1.34525 4.45304 5.39844 0.261 0.109 -0.184
H 0.74961 2.81608 5.15308 -0.252 0.510 -0.591
H 2.35456 2.16975 3.60296 0.150 -0.307 0.609
H 3.35650 3.36289 4.48522 0.653 0.273 -0.065
O 4.84890 2.65971 1.22088 -0.752 0.828 -0.648
C 4.17626 3.30716 0.45596 0.725 -0.865 0.208
O 3.52219 2.75266 -0.58848 -0.520 -0.843 0.067
C 2.83263 3.71900 -1.36783 -0.179 0.453 0.421
C 3.11552 5.02161 -0.60774 -0.378 1.150 0.389
O 4.03100 4.62725 0.43163 0.032 0.185 0.158
H 3.26182 3.68855 -2.34848 0.441 0.230 -0.615
H 1.76755 3.52151 -1.51342 0.083 -0.330 0.635
H 2.22535 5.50226 -0.07651 1.172 -0.781 -1.073
H 3.67179 5.73050 -1.24784 -0.503 -0.114 0.377
C -3.95046 4.76887 -1.94219 -1.333 1.569 -0.489
C -3.01232 3.92980 -1.08065 -0.268 0.258 -2.091
C -1.52680 3.77905 -1.42676 -0.362 2.151 -0.542
O -3.51686 3.23015 -0.24732 0.124 -0.377 1.195
H -3.96458 5.85790 -1.61848 0.270 -1.153 -0.047
H -5.03276 4.41836 -1.78089 1.749 0.281 -0.353
H -3.71685 4.86431 -3.05142 -0.068 -0.604 1.396
H -1.33302 3.91127 -2.54216 -0.168 -0.039 1.573
H -1.33867 2.80261 -1.10557 0.685 -1.439 0.200
H -0.89908 4.46056 -0.78231 -0.572 -0.481 -0.821
C 4.68352 0.90163 -3.44518 0.955 2.191 1.147
C 4.45005 -0.55123 -3.65118 0.345 -0.827 0.901
C 5.53147 -1.60101 -3.62047 0.393 -0.438 -0.389
O 3.31787 -0.96577 -3.66038 -0.921 0.089 -0.345
H 3.93917 1.45787 -4.00347 -0.069 -0.008 -0.447
H 5.71122 1.34697 -3.67089 -1.284 -0.961 0.270
H 4.40401 1.22131 -2.37281 0.653 -0.901 -1.282
H 6.08463 -1.59005 -2.69899 -0.117 0.181 0.965
H 6.37495 -1.48365 -4.30523 -0.451 0.078 -0.571
H 5.03038 -2.58420 -3.70890 0.488 0.561 -0.167
C -1.67335 1.63320 1.94031 0.660 -0.182 -0.053
C -0.48414 1.32066 1.06217 -1.623 0.747 0.389
C -0.75721 0.49776 -0.17051 0.402 0.539 1.465
O 0.61451 1.74275 1.26310 1.455 0.452 0.338
H -2.39512 0.87700 1.70817 -0.814 -0.266 0.339
H -2.02464 2.58784 1.58267 -0.385 0.358 -0.240
H -1.48247 1.74849 3.00604 0.299 -0.246 -0.076
H -0.37033 1.06465 -0.99167 0.518 -0.486 -0.712
H -1.76387 0.18641 -0.27298 -1.103 -0.017 -0.255
H -0.20474 -0.34038 0.19961 0.790 -1.142 -0.957
C 4.27664 -0.99272 2.58032 0.205 -0.891 -0.245
C 3.72672 -1.79669 1.41721 -0.714 0.121 -0.009
C 3.64524 -1.05693 0.07515 0.403 0.462 0.875
O 3.50358 -2.99291 1.47502 -0.008 0.480 0.016
H 3.61359 -0.20755 2.95246 -0.070 -0.329 0.011
H 5.07423 -0.49285 2.07844 0.925 0.847 0.030
H 4.73012 -1.64617 3.35562 -0.705 0.435 -0.333
H 4.70449 -0.98604 -0.14807 0.418 -0.284 -0.668
H 3.38069 0.01504 0.06102 -0.433 -0.514 0.530
H 3.10190 -1.62239 -0.66383 -0.045 -0.142 -0.242

***

23
Properties=species:S:1:pos:R:3:forces:R:3 method="wB97M-V/def2-TZVPD" molar_mass_g_mol=178.195 e_homo_ha=-0.3169 total_energy_ha=-604.89882 e_above_lowest_ev=5.396 homo_lumo_gap_ev=8.54
C -0.47000 2.11403 3.06214 3.194 1.203 2.312
C 0.65395 1.63847 2.04827 0.970 8.837 2.342
C 0.49850 2.11430 0.68884 -3.687 2.124 -5.368
C 0.80874 0.99049 -0.35149 -0.750 0.441 -1.100
C 1.72014 -0.20924 -1.85857 5.003 -2.567 -4.951
C 0.71979 -1.03498 -1.50111 -2.801 2.835 3.027
C 0.10196 -2.26913 -1.68310 -2.574 -2.973 -1.474
C -1.09106 -0.54235 0.22609 -0.313 -5.113 -3.752
H -0.64973 3.32368 2.99212 0.888 -3.043 0.285
H 0.12061 1.81976 4.27635 -2.639 0.999 -3.683
H -1.45573 1.67820 2.82386 0.757 -0.297 0.521
H 1.85100 1.90960 2.20383 -2.598 0.901 1.035
H 1.03648 0.79777 1.93904 1.150 -9.128 0.098
H -0.65479 2.45087 0.55243 2.095 -1.368 0.040
H 0.88083 3.10567 0.22814 0.487 -1.638 1.398
H 2.72891 -0.50715 -2.77035 -3.655 0.803 3.086
H 0.36227 -2.83312 -2.58296 0.581 -0.243 0.603
H -2.50853 -1.95094 0.18485 -0.309 -0.970 -0.085
N 1.82230 0.95927 -1.25792 -1.996 1.134 2.939
N -1.01436 -2.78181 -1.15179 1.066 3.950 0.918
N -1.59624 -1.83676 -0.20707 2.574 0.563 -0.809
N -0.03429 -0.13663 -0.52898 4.214 0.566 -0.684
O -1.70067 -0.00404 1.04832 -1.656 2.984 3.304

***

39
Properties=species:S:1:pos:R:3:forces:R:3 method="wB97M-V/def2-TZVPD" molar_mass_g_mol=918.256 e_homo_ha=-0.4795 total_energy_ha=-17389.08142 e_above_lowest_ev=2.524 homo_lumo_gap_ev=4.21 charge=+2
Sr 3.14028 0.86718 -1.44723 -3.388 0.875 1.226
Sr 4.46908 -2.62843 0.21620 -2.486 0.743 0.955
O 0.88695 1.52756 -0.50659 2.380 -0.745 0.087
C 0.23602 0.49727 0.19803 1.747 -0.780 -1.869
C 1.21400 -0.61453 0.86397 -0.949 0.175 1.163
O 2.31420 -1.17058 0.14888 2.832 0.241 -1.803
H -0.28845 -0.01893 -0.60608 -0.656 -0.722 0.247
H -0.52283 0.91291 0.86096 0.269 -0.331 0.744
H 0.67493 -1.50737 1.18071 -0.947 0.010 -0.309
H 1.57534 -0.27996 1.83639 0.325 0.775 0.041
Br -1.31615 -4.17858 -2.72987 0.719 0.930 -0.445
C -0.20866 -2.87994 -3.79592 -0.426 0.570 0.443
C 0.23065 -1.70804 -2.86146 -0.610 -1.783 -0.102
Br 1.81061 -0.70684 -3.65924 -0.654 -0.891 0.225
H -0.87576 -2.54512 -4.59026 0.312 -0.142 -0.040
H 0.64084 -3.45977 -4.15681 -0.209 0.171 -0.049
H 0.48567 -2.24780 -1.94946 0.813 0.805 0.190
H -0.55032 -0.97955 -2.64356 0.306 0.059 -0.374
Br 3.67444 -2.30137 3.26208 -0.349 0.121 0.016
C 1.88707 -1.98429 4.18006 -0.449 0.858 0.210
C 1.64925 -3.02302 5.20366 0.494 -0.768 -0.265
Br 3.09219 -3.22180 6.50619 -0.698 -0.003 -0.386
H 1.05814 -2.07384 3.47795 0.516 0.212 -0.522
H 1.90163 -0.98504 4.61523 0.604 0.064 -0.425
H 1.49261 -3.91328 4.59455 0.137 -0.610 0.873
H 0.71368 -2.76094 5.69775 0.111 -0.049 0.228
Br -0.89602 4.81337 0.17692 -1.399 -0.078 0.029
C -2.91902 4.45924 0.11083 1.255 -1.828 0.348
C -3.05486 2.92757 0.44680 0.371 1.013 -0.279
Br -4.71903 2.17518 -0.28322 0.533 0.305 0.416
H -3.20492 4.70569 -0.91172 -0.122 0.151 0.405
H -3.38573 4.99702 0.93610 0.117 0.426 -0.594
H -2.97963 2.83625 1.53037 -0.556 -0.225 -0.061
H -2.23503 2.32186 0.06070 -0.191 0.212 -0.310
C -1.23864 2.45965 -2.98940 -0.182 -0.780 -1.563
Cl -1.84918 0.94160 -3.82422 -0.144 0.494 0.700
Cl -2.01492 3.83626 -3.75071 -0.607 -0.023 0.831
Cl 0.42904 2.59757 -3.48638 1.275 0.104 0.229
H -1.31749 2.31282 -1.91221 -0.094 0.445 -0.210

***

19
Properties=species:S:1:pos:R:3:forces:R:3 method="wB97M-V/def2-TZVPD" molar_mass_g_mol=112.125 e_homo_ha=-0.3814 total_energy_ha=-422.42378 e_above_lowest_ev=1.026 homo_lumo_gap_ev=10.70
O -0.14684 2.78097 -0.90589 0.036 -0.026 0.261
C 0.19555 1.69169 -0.06767 0.452 -1.199 -0.786
C -0.34416 0.41796 -0.73977 -1.926 0.463 -1.253
C 0.28007 -0.87564 -0.31275 1.512 0.252 1.655
O -0.59593 -1.98494 -0.17898 -0.527 0.190 -0.532
H 0.22398 3.55601 -0.48264 -0.026 0.359 -0.111
H 1.27604 1.53230 -0.03306 0.267 0.420 0.185
H -0.15664 1.84142 0.95970 -0.170 -0.233 -0.143
H -1.43762 0.40789 -0.64517 0.131 -0.225 0.595
H -0.28887 0.49376 -1.83556 0.542 0.449 0.199
H 1.14025 -1.12544 -0.94516 -0.258 -0.126 -0.286
H 0.74566 -0.62697 0.65238 -0.190 -0.440 0.119
H -0.32909 -2.57828 0.52633 0.183 0.173 0.022
O 2.88390 -0.26538 1.74330 -0.069 -0.192 -0.867
H 2.96267 -0.55404 2.64454 0.089 -0.185 0.666
H 2.87341 -1.08225 1.21841 0.082 0.385 0.248
O -3.37844 -1.27143 -0.23751 0.778 -0.128 -0.248
H -3.46818 -0.81150 -1.07570 -0.375 0.110 -0.090
H -2.43573 -1.54612 -0.28480 -0.531 -0.050 0.364

***

16
Properties=species:S:1:pos:R:3:forces:R:3 method="wB97M-V/def2-TZVPD" molar_mass_g_mol=115.201 e_homo_ha=-0.3174 total_energy_ha=-648.73873 e_above_lowest_ev=3.113 homo_lumo_gap_ev=9.48
C -0.93006 -0.84615 0.57387 0.514 1.512 -3.744
C 0.19995 1.24101 1.13444 0.083 -1.590 1.330
C 0.83190 0.75406 -0.13075 3.772 2.589 0.176
C -0.13012 -0.55578 -1.91545 5.093 1.376 2.115
C 0.34098 -0.58070 -0.32073 -2.463 -3.700 -3.272
H -1.83809 -0.65200 -0.20308 1.554 -0.200 2.553
H -0.92423 -1.85985 0.95117 -0.387 -0.115 -0.014
H 0.01683 -0.54331 2.21639 -1.710 2.210 -0.948
H 0.75367 1.77226 1.91935 0.423 -1.066 0.037
H -0.35552 2.00505 0.76937 -2.691 2.303 -0.480
H 2.04061 0.97280 -0.16910 -2.984 -0.905 -0.041
H -1.09334 -0.81513 -2.12715 -2.430 -1.019 -0.405
H 0.65594 -1.06927 -2.60606 -1.436 1.425 0.981
H 1.12353 -1.22882 -0.14075 1.337 -2.241 0.395
N -0.64955 0.09654 1.60907 1.486 -0.685 3.832
S -0.04251 1.30929 -1.56059 -0.161 0.105 -2.514